(1)
{"formula": "C16H12AlN5O2S2Se2", "method": "ωB97M-V/def2-TZVPD", "symbols": ["Se", "Se", "S", "S", "Al", "O", "O", "N", "N", "N", "N", "N", "C", "C", "C", "C", "C", "C", "C", "C", "C", "C", "C", "C", "C", "C", "C", "C", "H", "H", "H", "H", "H", "H", "H", "H", "H", "H", "H", "H"], "positions_angstrom": [[-2.60, 1.98, 0.13], [-3.71, 0.13, -0.64], [0.87, 2.33, 0.55], [2.11, -0.37, 1.04], [0.27, 0.21, -0.19], [2.12, -2.07, -4.18], [-0.02, -1.38, -1.59], [-1.09, -0.54, -1.16], [1.64, 0.68, -1.92], [-1.00, 0.20, 1.59], [2.01, 4.18, 3.45], [3.80, 0.36, 4.31], [-2.32, -0.82, -1.62], [1.61, -1.39, -3.34], [2.42, -0.43, -2.48], [3.20, 0.99, 3.55], [-1.80, 1.00, 4.12], [1.87, 1.30, 1.54], [2.44, 1.78, 2.68], [-2.28, 1.65, 2.99], [-2.76, -1.69, -2.56], [2.22, 3.11, 3.10], [-1.99, -2.56, -3.41], [-0.68, -2.47, -3.65], [-1.88, 1.20, 1.75], [-0.63, -0.48, 2.67], [0.12, -1.37, -3.04], [-1.00, -0.12, 3.95], [-2.56, -3.33, -3.92], [0.02, -1.33, 2.49], [2.29, 1.34, -1.49], [-0.26, -0.41, -3.39], [-2.07, 1.34, 5.11], [-0.15, -3.18, -4.27], [-3.84, -1.76, -2.67], [2.80, -1.03, -1.64], [-2.95, 2.50, 3.06], [-0.65, -0.69, 4.80], [1.17, 1.20, -2.66], [3.27, -0.08, -3.06]], "nbo_charge": [0.23, 0.22, -0.24, -0.25, 1.61, -0.49, -0.43, -0.60, -0.87, -0.58, -0.31, -0.31, 0.07, 0.58, -0.34, 0.29, -0.12, -0.21, -0.43, -0.25, -0.41, 0.29, -0.16, -0.25, 0.08, 0.07, -0.07, -0.24, 0.22, 0.23, 0.42, 0.22, 0.23, 0.23, 0.22, 0.25, 0.24, 0.24, 0.40, 0.23], "relative_energy_ev": 4.029, "e_lumo_ev": -0.78, "charge": 0}



(2)
{"formula": "C6H16N2", "method": "ωB97M-V/def2-TZVPD", "symbols": ["N", "N", "C", "C", "C", "C", "C", "C", "H", "H", "H", "H", "H", "H", "H", "H", "H", "H", "H", "H", "H", "H", "H", "H"], "positions_angstrom": [[-0.37, 1.93, 1.10], [-1.36, -0.04, -0.90], [2.15, -1.00, 0.23], [1.48, 1.03, -1.23], [-2.54, -0.92, -0.71], [1.08, -0.35, -0.64], [-0.29, -0.33, 0.05], [-0.52, 0.37, 1.41], [2.20, -0.58, 1.24], [0.71, 1.31, -1.94], [-1.56, 0.19, 1.70], [0.49, 1.33, 1.42], [-0.41, -1.38, 0.32], [-2.19, -1.95, -0.59], [-3.17, -0.62, 0.14], [2.45, 1.07, -1.72], [-0.75, 2.29, 1.98], [1.87, -2.04, 0.44], [1.02, -0.94, -1.55], [0.07, -0.19, 2.14], [-3.11, -0.97, -1.64], [1.38, 1.74, -0.41], [3.16, -0.83, -0.13], [-1.77, 0.86, -0.69]], "nbo_charge": [-0.83, -0.63, -0.61, -0.62, -0.42, -0.22, -0.05, -0.34, 0.19, 0.22, 0.21, 0.39, 0.19, 0.19, 0.17, 0.20, 0.34, 0.21, 0.21, 0.20, 0.20, 0.21, 0.22, 0.36], "relative_energy_ev": 3.336, "e_lumo_ev": 0.85, "charge": 0}



(3)
{"formula": "C16H20Br2N2O2", "method": "ωB97M-V/def2-TZVPD", "symbols": ["Br", "Br", "O", "O", "N", "N", "C", "C", "C", "C", "C", "C", "C", "C", "C", "C", "C", "C", "C", "C", "C", "C", "H", "H", "H", "H", "H", "H", "H", "H", "H", "H", "H", "H", "H", "H", "H", "H", "H", "H", "H", "H"], "positions_angstrom": [[0.89, -0.02, -3.59], [-1.26, 2.17, -2.82], [4.00, -0.45, 1.72], [-4.33, -0.17, -2.99], [-1.76, -0.16, -0.67], [-3.01, -0.11, -1.18], [-1.58, -2.11, -3.07], [5.00, 1.68, 2.37], [4.69, 0.23, 2.74], [0.51, 0.69, 2.00], [2.68, -0.23, 1.51], [-2.74, -0.30, 2.59], [-0.05, 0.07, 0.88], [-2.00, -0.67, -3.30], [-2.43, 0.75, 1.53], [-1.86, -0.06, -4.67], [-1.46, 0.21, 0.51], [-3.23, -0.29, -2.50], [-0.99, 0.40, -3.55], [2.13, -0.86, 0.39], [1.85, 0.55, 2.31], [0.80, -0.72, 0.09], [-3.81, 0.17, -0.62], [-3.44, 0.09, 3.33], [2.78, -1.47, -0.23], [5.57, 1.71, 1.45], [2.23, 1.06, 3.18], [-2.39, -2.77, -3.35], [-0.09, 1.32, 2.64], [-1.41, -0.64, -5.46], [0.39, -1.22, -0.77], [-1.34, -2.26, -2.02], [-0.70, -2.36, -3.67], [-3.19, -1.18, 2.13], [4.08, 2.25, 2.22], [-2.65, 0.60, -5.00], [4.13, 0.18, 3.69], [5.57, 2.15, 3.17], [-3.36, 1.07, 1.05], [-2.01, 1.64, 2.00], [-1.83, -0.61, 3.10], [5.62, -0.33, 2.86]], "nbo_charge": [0.07, 0.08, -0.49, -0.59, -0.26, -0.44, -0.60, -0.64, -0.06, -0.18, 0.32, -0.60, -0.13, -0.20, -0.46, -0.44, 0.26, 0.69, -0.14, -0.26, -0.28, -0.14, 0.38, 0.21, 0.23, 0.22, 0.21, 0.23, 0.21, 0.23, 0.23, 0.23, 0.23, 0.21, 0.21, 0.25, 0.17, 0.22, 0.20, 0.22, 0.22, 0.19], "e_lumo_ev": 0.50, "charge": 0}



| no. | HOMO (Eh) |
| --- | --- |
| 1 | -0.2981 |
| 2 | -0.3268 |
| 3 | -0.2962 |